Molecular formula: C32H48NO27
Method: DFT, the ωB97M-V functional and the def2-TZVPD basis

```
! wB97M-V def2-TZVPD RIJCOSX def2/J DEFGRID3
* xyz -1 1
N 35.021 47.600 34.336
O 33.993 46.862 34.115
O 34.793 48.787 34.684
O 35.918 47.408 33.571
C 36.810 44.650 35.765
C 37.512 43.292 35.730
C 39.045 43.394 35.974
O 39.243 42.569 37.062
C 38.133 42.144 37.541
O 38.092 41.467 38.663
O 37.119 42.602 36.869
H 37.112 45.161 34.815
H 37.076 45.142 36.663
H 35.788 44.700 35.599
H 37.190 42.674 34.940
H 39.360 44.511 36.089
H 39.800 43.034 35.140
C 31.651 45.959 37.182
C 30.968 45.265 35.996
C 31.985 44.558 35.167
O 31.569 43.172 35.319
C 30.528 43.099 36.181
O 29.920 42.050 36.374
O 30.191 44.258 36.548
H 32.127 45.010 37.698
H 30.943 46.548 37.798
H 32.466 46.712 36.643
H 30.406 45.972 35.404
H 32.863 44.788 35.592
H 31.847 44.994 34.319
C 32.270 45.530 29.758
C 33.605 44.819 30.117
C 34.069 44.941 31.676
O 33.987 43.636 32.081
C 33.696 42.761 31.068
O 33.732 41.602 31.212
O 33.342 43.471 30.053
H 32.113 46.683 29.899
H 31.408 45.050 30.355
H 31.852 45.285 28.688
H 34.750 45.036 29.660
H 33.206 45.516 32.332
H 35.242 45.366 31.598
C 37.003 48.792 37.633
C 38.255 48.353 36.940
C 38.296 48.432 35.380
O 39.231 49.371 35.039
C 40.012 49.698 36.193
O 41.044 50.386 36.008
O 39.507 49.069 37.253
H 36.986 48.603 38.750
H 36.279 48.448 36.888
H 36.907 49.863 37.640
H 38.264 47.262 37.253
H 37.432 48.773 35.172
H 38.482 47.498 34.578
C 36.777 52.889 35.229
C 35.720 52.033 34.505
C 34.300 52.185 35.008
O 33.762 53.152 34.073
C 34.577 53.317 33.047
O 34.394 53.966 32.077
O 35.706 52.628 33.346
H 36.875 54.035 35.046
H 37.815 52.694 34.887
H 36.805 52.586 36.360
H 35.846 51.028 34.405
H 34.092 52.738 35.786
H 33.821 51.214 35.071
C 36.573 50.097 31.001
C 35.579 49.021 30.486
C 34.308 48.856 31.273
O 33.279 49.180 30.382
C 33.811 49.703 29.331
O 33.117 50.135 28.385
O 35.094 49.609 29.378
H 37.202 50.372 30.155
H 37.065 49.740 31.863
H 35.995 51.001 31.385
H 36.107 48.092 30.217
H 34.438 49.424 32.133
H 34.156 48.034 31.508
C 31.547 50.884 32.799
C 30.323 49.922 32.431
C 30.845 48.439 32.494
O 29.669 47.743 32.897
C 28.827 48.618 33.455
O 27.872 48.392 34.118
O 29.264 49.899 33.307
H 32.203 51.491 32.123
H 32.139 50.568 33.629
H 30.966 51.716 33.251
H 29.724 50.160 31.567
H 31.551 48.358 33.304
H 31.276 47.888 31.612
C 40.180 43.665 31.263
C 38.774 44.373 31.246
C 38.730 45.710 32.123
O 38.778 46.715 31.229
C 38.559 46.180 30.003
O 38.316 46.928 29.026
O 38.523 44.903 30.015
H 40.109 42.833 30.613
H 40.362 43.198 32.179
H 41.157 44.134 31.012
H 38.058 43.806 31.405
H 39.461 45.829 32.931
H 37.769 45.614 32.514
*
```

Calculated values
ΔE to the lowest compared entry with this formula, charge and spin: 347.4 kJ/mol
HOMO energy: -7.424 eV